(1)
Entry from the OMol25 dataset: C35H32CoF6N6OS3 as an isolated structure at a distorted geometry (the ωB97M-V functional and the def2-TZVPD basis).

Last column: Löwdin spin population.
Positions of all 84 atoms, in Å:
1 N 1.375 2.670 -0.133  -0.23
2 F 1.981 -2.896 3.098  0.00
3 N -0.589 -2.796 -2.197  0.00
4 C 1.893 -0.712 2.023  0.01
5 C -6.198 -2.468 1.461  0.00
6 C 4.073 3.260 2.501  0.02
7 N -2.694 -1.186 -1.354  0.00
8 C -0.933 -4.532 -6.840  0.00
9 N 5.064 4.193 0.457  0.16
10 C 4.091 4.587 4.511  0.03
11 C 4.699 5.623 3.818  0.00
12 H 0.303 -1.991 -4.967  0.00
13 C 4.671 4.308 1.798  0.00
14 C -0.048 -2.983 -5.228  0.00
15 H 3.338 2.581 4.383  0.00
16 C -5.706 -1.749 0.379  0.00
17 C -1.430 -0.761 -1.212  0.00
18 C -0.492 -3.257 -6.512  0.00
19 H 1.080 3.783 2.269  0.00
20 F 1.112 -2.812 1.109  0.00
21 C -1.821 4.522 -0.166  0.00
22 H -0.462 -6.047 -3.849  0.00
23 H 5.834 4.771 0.168  0.00
24 S 1.095 -0.754 -2.243  0.00
25 H -6.347 -1.553 -0.474  0.00
26 C 0.565 -0.395 2.766  0.00
27 C 4.993 5.486 2.473  0.02
28 H 3.866 4.692 5.564  0.00
29 C -4.405 -1.266 0.393  0.00
30 H -2.573 -1.148 1.513  0.00
31 H -2.016 -4.289 -2.447  0.00
32 S -1.057 0.592 -0.297  -0.01
33 H -3.438 -2.438 3.419  0.00
34 C -1.867 -3.395 -1.844  0.00
35 H -2.714 5.614 1.451  0.00
36 C 0.257 3.992 1.598  -0.02
37 C 3.790 3.406 3.846  0.00
38 H -4.596 -0.382 -1.561  0.00
39 C -3.590 -1.524 1.494  0.00
40 C -5.387 -2.718 2.556  0.00
41 C -0.477 -5.260 -4.596  0.00
42 H 0.491 -4.570 -2.258  0.00
43 H 3.959 -0.248 2.286  0.00
44 Co 1.307 0.926 -0.703  0.90
45 H -1.251 -6.533 -6.137  0.00
46 C -0.041 -3.984 -4.260  0.00
47 H 1.344 -3.136 -2.854  0.00
48 C -2.966 -2.396 -2.112  0.00
49 C -1.868 5.022 1.127  -0.01
50 C -0.919 -5.535 -5.883  0.00
51 H -1.874 -3.681 -0.787  0.00
52 H -3.017 -2.178 -3.185  0.00
53 C -0.360 -1.518 -1.873  0.00
54 H -3.517 0.494 -0.466  0.00
55 C -0.753 3.740 -0.574  -0.02
56 S 3.392 1.308 -1.512  -0.03
57 C -3.841 -0.496 -0.779  0.00
58 H 3.167 -0.736 3.809  0.00
59 F 3.244 -2.557 1.367  0.00
60 N 4.748 3.299 -0.463  0.23
61 C 0.391 -3.657 -2.850  0.00
62 H -0.695 3.376 -1.591  0.00
63 C 2.050 -2.253 1.905  0.00
64 H -3.926 -2.799 -1.792  0.00
65 H 4.951 6.544 4.327  0.00
66 H -2.614 4.743 -0.869  0.00
67 F -0.510 -1.018 2.234  0.00
68 H 2.857 0.874 3.108  0.00
69 C 3.567 2.714 -0.492  -0.07
70 H -0.836 5.172 3.002  0.00
71 H 5.471 6.294 1.931  0.00
72 H -7.216 -2.837 1.444  0.00
73 O 1.873 -0.207 0.787  0.02
74 C 0.279 3.453 0.314  -0.01
75 N 2.501 3.230 0.141  -0.02
76 F 0.317 0.930 2.701  0.00
77 H -5.770 -3.274 3.401  0.00
78 C 3.051 -0.174 2.881  0.00
79 C -0.820 4.762 2.000  0.00
80 H -0.487 -2.476 -7.262  0.00
81 F 0.584 -0.719 4.081  0.00
82 H -1.281 -4.745 -7.842  0.00
83 C -4.080 -2.247 2.569  0.00
84 H 3.857 2.327 2.001  0.00

Properties
⟨S²⟩: 1.193
DFT total energy: -134239.6977 eV
relative energy (zero: lowest compared OMol25 entry of this formula, charge and spin): 14.1 kJ/mol
Kohn-Sham gap (spin up / spin down): 5.78 / 5.64 eV
2S+1: 2

(2)
Entry from the OMol25 dataset: C35H32N4O2PSTi as an isolated structure at a distorted geometry (the ωB97M-V functional and the def2-TZVPD basis).

Last column: Löwdin spin population.
Positions of all 76 atoms, in Å:
1 C -2.500 -1.917 2.330  0.01
2 O -1.946 6.114 0.258  0.00
3 H 4.214 -0.285 2.009  0.00
4 H -0.366 6.820 -2.406  0.00
5 H -0.629 4.231 -1.902  0.00
6 H 4.423 -0.552 4.441  0.00
7 C 1.390 -1.958 -1.427  0.01
8 H -0.582 2.634 -0.249  0.01
9 C 5.597 -0.718 -1.108  0.00
10 C 0.971 -3.233 -1.717  0.01
11 H 6.209 -1.603 -1.220  0.00
12 C -1.667 5.110 -0.368  0.00
13 H -4.306 4.683 0.169  0.00
14 H 0.065 -4.253 1.388  0.00
15 C 2.121 0.179 2.048  0.00
16 P 1.831 0.275 0.232  0.02
17 C 5.312 1.661 -1.331  0.00
18 C -1.646 2.636 -0.035  0.02
19 H -0.143 1.736 1.969  0.00
20 C -2.369 3.810 -0.086  0.00
21 N -0.239 0.777 2.298  0.01
22 C -2.728 -2.434 0.943  0.04
23 C 1.327 -1.466 -0.107  0.02
24 H 1.023 -3.594 -2.737  0.00
25 C 0.468 -4.066 -0.705  0.01
26 C 6.102 0.529 -1.464  0.00
27 C 3.465 -0.293 4.010  0.00
28 N -2.225 -1.736 -0.056  0.00
29 H 7.107 0.613 -1.855  0.00
30 H 3.926 -1.810 -0.342  0.00
31 H -2.989 -3.336 -5.005  0.00
32 C -3.503 1.411 0.465  0.02
33 C -3.134 -3.336 -1.627  0.00
34 H -3.934 0.435 0.651  0.00
35 C -2.418 -2.152 -1.374  0.01
36 C -4.309 2.544 0.433  0.00
37 C 0.112 6.191 -1.654  0.00
38 N -2.188 1.447 0.264  0.02
39 H 0.138 -5.069 -0.944  0.00
40 C -3.728 3.766 0.176  0.01
41 C 0.417 -3.611 0.590  0.01
42 H 5.694 2.633 -1.618  0.00
43 C 3.509 0.302 -0.465  0.00
44 C -2.839 -3.024 -3.979  0.00
45 C -3.452 -3.623 0.738  0.00
46 H 0.265 6.771 -0.745  0.00
47 H 1.764 -1.327 -2.222  0.00
48 H -2.926 -0.920 2.470  0.00
49 H 0.270 0.406 4.897  0.00
50 C 1.135 0.235 4.264  0.00
51 C 4.306 -0.831 -0.611  0.00
52 H 0.892 -1.996 1.927  0.00
53 C 2.355 -0.121 4.824  0.00
54 C -2.124 -1.831 -3.721  0.01
55 H 2.441 -0.245 5.895  0.00
56 C -3.641 -4.065 -0.531  0.03
57 C 1.036 0.393 2.895  0.00
58 H -4.190 -4.982 -0.713  0.00
59 Ti -0.863 -0.213 0.254  1.68
60 H -2.949 -2.567 3.078  0.00
61 C -3.338 -3.772 -2.959  0.01
62 H -1.429 -1.858 2.557  0.00
63 H 3.402 2.434 -0.758  0.00
64 H -3.838 -4.154 1.598  0.00
65 C 3.341 -0.140 2.634  0.00
66 H -1.739 -1.256 -4.555  0.00
67 C 0.843 -2.306 0.889  0.01
68 H -5.370 2.444 0.610  0.00
69 H 1.864 6.323 -2.501  0.00
70 S -0.962 0.123 -2.193  0.02
71 H -3.890 -4.686 -3.137  0.00
72 C 4.018 1.545 -0.841  0.00
73 C -1.888 -1.359 -2.452  0.00
74 H -0.971 0.815 2.999  0.00
75 N -0.713 5.052 -1.325  0.00
76 O 1.312 5.619 -2.153  0.00

Properties
⟨S²⟩: 2.011
DFT total energy: -90106.8915 eV
total charge: +1
Kohn-Sham gap (spin up / spin down): 6.48 / 7.05 eV
2S+1: 3

(3)
Entry from the OMol25 dataset: C35H33ClN4PbS2Si2 as an isolated structure at a distorted geometry (the ωB97M-V functional and the def2-TZVPD basis).

Last column: Löwdin charge in e.
Positions of all 78 atoms, in Å:
1 C -2.745 -0.138 4.762  -0.24
2 C -3.312 2.734 0.368  -0.09
3 H -2.521 -0.742 -1.127  0.10
4 C -3.058 3.473 -0.793  -0.09
5 N 2.548 -2.477 3.527  0.12
6 H 0.128 -4.592 -6.273  0.10
7 H -0.824 -2.388 -6.956  0.10
8 H 0.541 -2.753 1.188  0.07
9 C -2.847 -1.004 3.632  -0.24
10 C -0.020 3.222 -5.040  -0.08
11 H -0.950 3.475 -4.528  0.09
12 H 2.308 2.104 8.075  0.08
13 C -0.929 2.333 -1.044  -0.12
14 H -1.659 -0.373 6.707  0.08
15 C 1.581 1.348 6.164  -0.33
16 H 0.362 -0.287 -6.383  0.10
17 C 0.704 2.097 -4.634  -0.11
18 H -3.404 -2.942 -1.847  0.10
19 C 2.508 -2.534 -4.953  -0.11
20 Si -0.129 0.052 0.396  0.10
21 Cl 1.782 0.258 -0.343  0.22
22 H -3.522 -0.880 2.784  0.08
23 H 3.451 -2.566 -4.404  0.10
24 C 3.198 -0.557 6.699  -0.34
25 H 2.956 0.290 -3.223  -0.04
26 N 0.601 1.689 5.227  -0.10
27 H -3.794 4.188 -1.165  0.10
28 H 2.277 -4.681 -5.016  0.10
29 C 0.647 -3.668 -6.015  -0.09
30 H -3.345 0.757 4.938  0.07
31 C -2.024 -2.139 3.876  -0.22
32 H 1.980 4.266 -7.604  0.10
33 C 2.681 -1.663 4.588  -0.68
34 C -0.888 -1.593 0.017  -0.34
35 H -0.806 -2.719 5.674  0.08
36 Si 2.789 0.247 -4.686  0.70
37 C -0.110 2.744 5.598  -0.68
38 S 0.396 3.437 7.125  1.05
39 C 1.889 1.742 -5.298  -0.35
40 C -1.408 -1.973 5.152  -0.23
41 C -2.414 1.752 0.797  -0.11
42 H 3.276 2.254 -6.879  0.10
43 H -0.372 -4.945 0.455  0.10
44 C -1.250 1.483 0.026  -0.36
45 C 1.852 -3.718 -5.303  -0.09
46 H 2.151 -2.131 2.655  0.08
47 H 0.349 1.487 -3.800  0.09
48 C -0.323 -2.792 0.515  -0.12
49 H 3.102 -3.327 3.533  0.11
50 H -2.616 1.185 1.712  0.07
51 H -1.601 4.052 5.257  0.10
52 C 0.774 -1.246 -6.061  -0.09
53 C -1.855 3.284 -1.478  -0.09
54 H 0.034 2.241 -1.541  0.07
55 C 2.353 2.530 -6.366  -0.10
56 C -1.853 -0.736 5.696  -0.25
57 H 3.541 -0.210 7.671  0.08
58 N -1.144 3.228 4.895  0.12
59 C -1.937 -4.087 -0.756  -0.09
60 C 0.447 4.007 -6.102  -0.09
61 H 4.128 0.267 -5.307  -0.02
62 C 1.627 3.657 -6.768  -0.09
63 C 2.317 0.147 5.904  -0.32
64 H -4.227 2.913 0.931  0.10
65 C 1.610 2.207 7.251  -0.34
66 C -2.040 -1.660 -0.788  -0.09
67 H -1.633 3.870 -2.369  0.08
68 H -2.295 -5.052 -1.121  0.10
69 H -0.114 4.890 -6.410  0.10
70 N 2.048 -0.502 4.693  -0.09
71 C 1.952 -1.287 -5.294  -0.33
72 C 0.113 -2.432 -6.397  -0.09
73 C -2.546 -2.904 -1.180  -0.09
74 Pb 0.186 0.187 3.335  1.27
75 S 3.662 -2.062 5.975  1.06
76 H -1.967 -3.026 3.242  0.08
77 H -1.529 2.715 4.101  0.09
78 C -0.841 -4.024 0.112  -0.09

Properties
DFT total energy: -97985.7980 eV
relative energy (zero: lowest compared OMol25 entry of this formula, charge and spin): 0.0 kJ/mol
Kohn-Sham gap: 5.40 eV